Density functional theory data (ωB97M-V with the def2-TZVPD basis set) for a 12-piece molecular cluster, C31H48N12O2 overall at a distorted geometry.

XYZ file:
```
93
Properties=species:S:1:pos:R:3:forces:R:3
C -8.38267 4.47204 3.76582 0.1 0.3 -0.2
C -8.11190 3.41182 4.25765 0.8 -0.9 -1.0
O -7.55842 2.19830 4.51839 -0.1 0.7 0.7
C -6.35868 2.38402 5.23884 1.2 1.6 1.3
O -5.98298 3.50129 5.45846 -0.4 -0.4 -0.1
N -5.61168 1.28912 5.74816 -1.6 -1.0 -1.7
C -5.59306 0.10298 4.84472 0.9 -1.5 0.6
C -4.16321 -0.20566 4.27435 -1.1 0.3 -0.9
C -3.53545 0.96390 3.45006 0.9 -0.7 0.3
C -2.88507 2.09990 4.29792 0.2 0.1 -0.6
C -1.70508 1.64032 5.22149 -1.0 1.0 1.0
C -1.77491 2.54500 6.52044 0.2 -0.5 -0.4
H -8.46494 5.43684 3.26316 -0.2 -0.8 0.6
H -5.98244 0.98148 6.64396 0.1 0.5 0.0
H -5.84065 -0.78001 5.48357 0.0 0.5 -0.5
H -6.35975 0.11910 4.04610 0.5 0.4 0.4
H -3.51105 -0.61494 5.06827 -0.2 0.5 -0.3
H -4.32891 -1.04380 3.55084 0.2 0.4 0.6
H -4.29703 1.38744 2.75391 0.4 -0.3 0.4
H -2.73153 0.50014 2.80011 -1.0 0.7 1.0
H -2.52775 2.86965 3.57033 -0.1 -0.5 0.5
H -3.63835 2.61954 4.92701 0.4 -0.5 -0.4
H -1.89583 0.59429 5.52770 0.6 0.4 -0.3
H -0.69423 1.78111 4.79903 -0.6 -0.4 -0.2
H -2.50961 2.13546 7.24479 0.4 0.3 -0.4
H -0.78019 2.60290 7.01064 -0.6 0.1 -0.2
H -2.12779 3.55422 6.22036 0.4 -0.5 0.3
C 0.96742 4.75559 3.70337 0.1 -0.3 0.1
C 1.52206 3.60735 4.43781 0.0 0.2 -0.1
N 1.95807 2.70959 5.00858 -0.1 0.2 -0.1
H 0.10916 5.15960 4.23849 0.0 0.0 0.0
H 1.72298 5.53331 3.60338 0.0 0.0 0.0
H 0.65121 4.43945 2.71021 0.0 0.1 0.0
C 0.59311 2.86048 -0.57221 -1.3 3.0 1.1
C 0.14885 4.22292 -0.11303 -0.1 -0.4 0.0
N -0.18376 5.26767 0.24079 0.2 -0.2 -0.1
H 1.65239 2.75047 -0.40391 0.0 0.7 0.3
H 0.05700 2.09606 -0.01966 -0.1 0.2 0.1
H 0.38432 2.75207 -1.62555 -0.2 0.4 0.0
C -3.40496 -0.43651 -0.56446 0.2 0.2 0.3
C -2.49999 0.34966 0.28998 0.0 -0.1 -0.3
N -1.79483 0.96488 0.95684 0.0 -0.2 -0.5
H -3.08161 -0.37211 -1.60231 0.0 0.0 0.0
H -3.39494 -1.47973 -0.25195 0.0 0.0 0.0
H -4.41972 -0.04928 -0.48240 0.0 0.0 0.0
C 3.22504 -0.88890 -1.61799 -0.2 0.6 0.4
C 2.24711 0.19619 -1.44549 0.3 0.0 0.0
N 1.50993 1.07160 -1.30498 1.6 -4.0 -1.5
H 4.05389 -0.74927 -0.92208 -0.1 0.1 0.0
H 2.75525 -1.84542 -1.42275 -0.1 0.1 0.0
H 3.60759 -0.88214 -2.63661 -0.1 0.0 0.0
C 5.05945 -4.30109 -2.94952 -0.4 0.1 -0.1
C 3.66134 -3.84062 -2.89454 0.2 -0.3 -0.1
N 2.56878 -3.48044 -2.85271 0.3 -0.4 -0.2
H 5.71598 -3.57445 -2.47363 -0.1 -0.1 0.1
H 5.15535 -5.25719 -2.43684 0.0 0.0 0.0
H 5.36543 -4.42276 -3.98891 -0.1 0.0 0.0
C -11.22432 7.56696 3.49346 0.3 0.0 -0.2
C -9.88811 7.60293 2.87602 -0.2 0.1 0.1
N -8.84395 7.63019 2.39591 -0.3 0.0 0.1
H -11.98241 7.80133 2.74776 0.0 0.0 0.0
H -11.41673 6.57414 3.89835 0.0 0.0 0.0
H -11.27871 8.29735 4.29918 0.0 0.0 0.0
C 3.72289 -8.03474 -4.92959 0.2 0.4 -0.2
C 4.52209 -7.00051 -5.61948 0.1 -0.1 0.0
N 5.14527 -6.19895 -6.16534 -0.4 -0.4 0.3
H 3.42623 -8.80678 -5.63822 0.0 0.0 0.0
H 4.30809 -8.49241 -4.13354 0.1 0.1 -0.1
H 2.82971 -7.57991 -4.50201 0.0 0.0 0.0
C 6.95060 -10.23878 -7.01106 0.0 0.2 0.3
C 6.91954 -9.57599 -5.69604 0.1 0.0 0.2
N 6.90978 -9.06712 -4.66201 -0.1 -0.3 -0.6
H 7.73673 -9.80285 -7.62549 0.0 0.0 0.0
H 7.14560 -11.30255 -6.88394 0.0 0.0 0.0
H 5.99309 -10.10914 -7.51368 0.0 0.0 0.0
C 4.10780 4.58196 -2.42526 0.1 -0.3 0.2
C 4.70523 3.46501 -1.67278 -0.1 0.2 -0.1
N 5.16683 2.59432 -1.08083 -0.1 0.1 -0.2
H 3.23995 4.96582 -1.88981 0.0 0.0 0.0
H 4.83765 5.38166 -2.54108 0.0 0.0 0.0
H 3.79539 4.23856 -3.41033 0.0 0.0 0.0
C 6.60493 -0.40262 -3.02727 0.1 -0.3 0.1
C 7.16626 -1.54481 -2.28379 0.4 -0.2 0.4
N 7.63170 -2.42148 -1.69013 -0.5 0.8 -0.6
H 5.73186 -0.01411 -2.50670 0.1 0.1 0.0
H 7.35022 0.38710 -3.10589 0.0 0.0 0.0
H 6.31389 -0.71974 -4.02869 0.0 0.0 0.0
C 2.33882 -4.15514 -6.81795 0.0 0.3 -0.3
C 2.22680 -3.09222 -7.83179 0.0 -0.2 0.2
N 2.13947 -2.26298 -8.62275 0.0 -0.2 0.2
H 2.43333 -3.71302 -5.82625 0.0 0.0 0.0
H 1.45033 -4.78499 -6.84273 0.0 0.1 0.0
H 3.21602 -4.76850 -7.01911 0.0 0.1 0.0
```
Forces are in eV/Å.

Properties
Gap between HOMO and LUMO, hartree: 0.355
LUMO energy, Ha: 0.0074
SMILES string: C#COC(=O)NCCCCCC.CC#N.CC#N.CC#N.CC#N.CC#N.CC#N.CC#N.CC#N.CC#N.CC#N.CC#N
Spin multiplicity: 1
Largest force on an atom, hartree/bohr: 0.089

---

Density functional theory data (ωB97M-V with the def2-TZVPD basis set) for a 5-piece molecular cluster, C31H49Cl2IN9O3S overall at a distorted geometry.

XYZ file:
```
96
Properties=species:S:1:pos:R:3:forces:R:3
C -0.04300 -1.08669 0.00720 0.8 -0.3 -0.8
C 1.20571 -0.82507 -0.53218 -1.0 -0.8 0.4
C 1.60860 -1.12455 -2.02014 2.1 -0.5 2.8
C 3.05592 -0.49596 -2.14941 -1.0 0.6 -1.1
I 4.52355 -1.33825 -0.83849 -0.3 0.1 -0.2
C 3.53014 -0.31827 -3.60324 1.8 0.0 0.2
C 4.77383 0.62895 -3.66914 -1.1 0.2 -0.5
N 0.74668 -0.19992 -2.82403 -1.0 -1.0 -0.8
N 0.41713 1.00211 -2.16795 -0.4 0.6 -0.8
C -1.01824 1.25348 -1.97630 -0.4 1.3 0.2
C 1.00212 2.19594 -2.76893 0.1 0.0 -1.4
C 0.80909 2.62431 -4.21822 -1.0 -1.9 -0.4
O 1.63467 2.88773 -2.06987 1.4 1.5 1.9
C -0.22409 -0.77811 -3.56527 -0.5 -1.4 1.2
N -0.72662 -0.28269 -4.64826 -0.3 0.7 -0.3
C -1.76126 -0.89714 -5.46747 -0.4 1.0 -1.7
C -3.14921 -0.26277 -5.17277 1.9 0.5 -2.1
O -3.81148 -0.59397 -4.29771 -2.0 -0.9 2.6
Cl -3.66135 1.04040 -6.28716 0.4 -0.3 0.1
N -0.70375 -2.06790 -3.18350 0.6 0.7 -1.6
C 0.42729 -2.94837 -3.50008 -0.3 -0.6 1.4
Cl 0.97600 -2.84263 -5.19290 -0.2 0.2 0.4
C 1.55424 -2.63705 -2.43090 -0.2 -1.9 -1.7
O 2.75319 -3.12147 -2.97868 0.4 1.3 0.2
N 1.18826 -3.57771 -1.30931 -0.8 2.2 -0.3
C 2.12375 -4.06309 -0.72679 1.6 -2.1 0.2
S 3.35564 -4.94909 -0.31404 -0.8 0.7 0.4
H -0.71520 -0.25668 0.23715 0.8 -0.2 2.0
H -0.32801 -2.11888 0.24559 -0.9 0.1 -1.6
H 1.92127 -0.30992 0.12168 -0.5 1.5 -1.1
H 2.91748 0.52405 -1.76149 0.1 -0.3 0.2
H 3.86588 -1.26787 -4.03668 -0.5 0.1 0.1
H 2.77700 0.12954 -4.26333 -0.2 -0.3 0.4
H 5.70067 0.11111 -3.41804 -0.1 0.2 0.0
H 4.80430 1.00960 -4.70004 0.4 -0.2 0.2
H 4.60634 1.51680 -3.04124 0.3 -0.3 0.1
H -1.56968 0.44345 -1.48977 0.4 -0.1 -0.2
H -1.53962 1.56946 -2.90060 0.1 -0.4 0.2
H -1.09393 2.12837 -1.29950 0.1 -0.6 -0.3
H 1.27262 3.57401 -4.46828 -0.1 -0.1 0.3
H 1.22431 1.83737 -4.87767 0.1 0.4 0.1
H -0.27484 2.62741 -4.42973 0.3 0.5 -0.1
H -0.38172 0.61676 -4.97363 0.1 -0.2 0.1
H -1.53293 -0.61572 -6.50553 0.2 -0.1 0.3
H -1.78179 -1.98368 -5.44676 -0.1 0.2 0.6
H -0.89267 -2.09939 -2.17559 0.3 0.0 0.0
H 0.09676 -3.97999 -3.33607 0.2 0.2 -0.1
H 2.62919 -4.00252 -3.35582 -0.1 0.1 0.1
C 0.71608 -4.80241 2.46488 0.2 -0.2 -0.1
C 0.61667 -4.51776 3.95373 0.2 -0.2 -0.2
C -0.50012 -3.52851 4.25634 0.1 0.1 0.0
C -0.22500 -2.26019 3.56122 -0.7 -1.3 1.1
N -0.01304 -1.28214 3.02009 0.3 1.2 -0.7
H 0.95974 -3.89895 1.90024 0.0 0.0 0.0
H 1.50442 -5.52991 2.26800 0.0 0.0 -0.1
H -0.22305 -5.20716 2.07847 0.0 0.0 0.0
H 1.56940 -4.12401 4.31436 -0.1 0.0 0.1
H 0.43578 -5.45033 4.49186 -0.1 0.1 0.1
H -0.56713 -3.34081 5.32734 0.0 0.2 -0.2
H -1.46162 -3.92241 3.91930 0.0 0.1 -0.1
C -3.92494 0.27813 3.00324 0.0 0.0 0.0
C -2.76586 0.93220 3.74787 -0.1 -0.3 0.0
C -2.49250 2.36753 3.28512 0.1 -0.3 -0.1
C -2.14108 2.38539 1.85519 -0.4 0.2 1.7
N -1.87228 2.38922 0.75063 0.3 0.0 -1.2
H -3.71619 0.18850 1.93517 0.0 0.1 0.0
H -4.10160 -0.72800 3.38489 0.0 0.0 0.0
H -4.84583 0.85276 3.12533 0.0 0.0 0.0
H -1.86727 0.32581 3.61338 0.0 0.1 0.0
H -2.98839 0.94323 4.81650 0.1 0.1 0.0
H -1.66642 2.79564 3.85344 0.0 0.1 -0.1
H -3.37074 2.99660 3.43920 0.0 0.0 -0.1
C -2.45425 -3.96579 9.06436 0.0 0.0 0.0
C -1.31383 -3.39584 9.90091 -0.2 -0.2 0.0
C -0.87725 -2.00015 9.44319 0.1 -0.3 -0.2
C -0.39957 -2.04217 8.04934 -0.5 0.3 1.6
N -0.03269 -2.07966 6.97347 0.5 0.0 -1.1
H -2.15996 -4.09691 8.02120 0.0 0.1 0.0
H -2.75108 -4.94400 9.44306 0.0 0.0 0.0
H -3.32832 -3.31164 9.09475 0.0 0.0 0.0
H -0.46327 -4.07948 9.85747 0.0 0.1 0.0
H -1.62867 -3.34209 10.94450 0.1 0.1 0.0
H -0.07163 -1.62935 10.07737 0.0 0.1 -0.1
H -1.70938 -1.29759 9.50877 0.0 0.0 -0.1
C 0.37577 9.00498 -3.62119 0.0 0.0 0.0
C 0.96867 7.74013 -3.01000 -0.1 0.3 0.1
C 1.20237 6.63270 -4.04256 -0.4 0.1 0.1
C -0.07310 6.24199 -4.67523 1.7 0.3 0.6
N -1.05742 5.94238 -5.16003 -1.2 -0.5 -0.6
H -0.60857 8.81824 -4.05378 0.0 0.0 0.0
H 0.25439 9.77401 -2.85823 0.0 0.0 0.0
H 1.02448 9.40400 -4.40387 0.0 0.0 0.0
H 0.30177 7.37608 -2.22543 0.1 -0.1 0.0
H 1.91998 7.98479 -2.53381 0.0 -0.1 0.0
H 1.63934 5.75589 -3.56075 0.0 0.0 0.0
H 1.89092 6.97155 -4.81841 0.0 0.0 0.0
```
Forces are in eV/Å.

Properties
Gap between HOMO and LUMO, hartree: 0.257
LUMO energy, Ha: -0.1263
Spin multiplicity: 1
Relative energy (zero: lowest compared OMol25 entry of this formula, charge and spin), kcal/mol: 0.00
Total charge: +1
Largest force on an atom, hartree/bohr: 0.069